{
  "formula": "C24H33Br42IN4O3P",
  "method": "ωB97M-V/def2-TZVPD",
  "e_homo_ev": -11.12,
  "gap_ev": 8.155,
  "total_energy_ha": -110126.185919,
  "total_charge": 1,
  "lumo_ev": -2.964,
  "molar_mass_g_mol": 3939.40,
  "symbols": ["H", "Br", "H", "Br", "H", "Br", "H", "H", "Br", "Br", "H", "Br", "H", "H", "N", "C", "C", "H", "Br", "C", "Br", "Br", "H", "C", "C", "C", "I", "H", "H", "Br", "Br", "C", "C", "C", "Br", "C", "C", "C", "Br", "H", "Br", "P", "C", "H", "Br", "Br", "Br", "H", "H", "C", "Br", "N", "Br", "Br", "H", "Br", "O", "Br", "C", "Br", "O", "C", "H", "H", "Br", "C", "H", "C", "H", "C", "Br", "Br", "H", "Br", "Br", "Br", "Br", "Br", "H", "Br", "H", "H", "C", "Br", "O", "Br", "H", "H", "Br", "C", "H", "H", "Br", "H", "C", "C", "Br", "Br", "N", "Br", "Br", "N", "H", "Br", "H", "H", "Br", "C"],
  "xyz": [[-2.6786, -0.9864, -4.4432], [3.9265, 2.4808, 4.4886], [-10.4542, -0.5568, -0.6994], [-15.2289, -1.8597, 3.0583], [-0.1105, 1.0494, 3.7300], [-0.6646, -2.4796, -12.9124], [1.6965, -7.3584, -8.6097], [7.7984, -2.5319, 1.7305], [12.3603, 1.6279, 5.5711], [2.0368, -2.2270, -11.1941], [-2.5564, 1.3815, -6.8053], [1.2430, 0.9845, -6.7939], [-2.4810, -0.7571, 3.6845], [-0.4177, 0.8508, 8.0672], [-1.5637, 0.7504, -1.6950], [-1.6432, 1.1268, 2.1060], [0.8442, -2.8893, -4.8252], [-1.1277, -0.0479, -4.2227], [-16.4867, -1.4913, 0.1244], [1.7416, 1.6513, 0.4049], [5.8181, -0.2579, 0.9954], [-7.4037, -1.4864, -2.8109], [-2.6851, 0.6695, 2.0914], [-0.5616, 0.3111, 2.9676], [-3.3888, 1.2031, -6.0451], [-2.9222, 1.3142, -4.5162], [-4.7295, 1.8713, -3.3675], [-0.9819, -1.8654, 3.3522], [3.1104, -0.6535, -6.6693], [1.0534, -4.9624, -8.4428], [-9.7034, -1.1109, 1.6051], [6.5560, 1.5325, 0.8713], [3.0918, 0.4322, -6.5892], [0.2237, 1.3441, 8.7959], [1.0965, -1.6233, -3.3754], [-1.8123, 0.6452, -0.2887], [-8.2787, -0.2723, -4.0455], [-10.6798, -1.3976, -0.0465], [11.8640, -0.4971, 9.7215], [-3.9814, 0.2364, -6.2540], [-8.6494, -1.1215, -5.7479], [0.0635, 2.5804, 0.4438], [-1.0430, -0.8099, 5.3607], [-5.8607, 3.1683, 4.6698], [2.2377, -6.6244, -10.9226], [4.1391, 5.3657, 5.8837], [-3.9807, 1.6541, 5.2745], [-15.4127, 0.1689, 1.6323], [0.4476, -3.8021, -4.3844], [-5.3603, 2.3768, 4.1148], [12.8919, 2.5444, 9.6760], [-2.3383, -0.0621, -2.4712], [-0.4676, -2.2648, -6.1121], [-0.8230, 1.5721, 10.4120], [7.4759, 1.4583, 0.2938], [-12.5972, -1.3961, 0.2397], [-0.3729, -1.6976, 5.9107], [7.0225, 2.2358, 2.6134], [-3.1596, -0.8307, -1.5835], [6.5354, 3.2477, 6.1923], [-0.0300, 3.3529, -1.0821], [-1.3399, -0.8593, 3.7762], [2.5536, 2.4074, 0.0969], [-4.1513, 2.0512, -6.2085], [3.7894, 0.8845, -4.8365], [4.6228, 3.4915, 5.9884], [-2.1917, 2.1816, -4.3217], [-2.2472, -0.0545, -3.9556], [-0.9213, 1.3109, -2.2645], [2.1649, -6.4536, -8.9924], [5.3759, 2.7346, -0.0896], [2.5211, -3.3516, -5.6772], [-3.9073, -1.6366, -1.8771], [-4.6123, 3.1897, 2.5207], [1.7518, 0.1859, 9.0832], [9.3452, -1.2023, 3.1506], [0.7465, 3.0481, 8.0302], [14.8840, 0.1652, 8.8508], [0.3077, -0.0964, 2.3518], [3.9362, -6.3562, -8.2091], [0.8140, 3.1334, -1.5553], [13.6991, 0.5968, 10.9934], [10.5785, 2.3885, 5.6474], [-10.0896, -3.0008, -0.9630], [-1.6167, 0.3048, 6.0613], [9.6585, -2.2005, 0.1150], [1.7663, 0.8099, -0.3651], [-2.4967, 0.0070, 6.4012], [-17.6982, 0.1444, 2.6091], [-16.1086, -0.6447, 1.8285], [-1.7667, 2.1660, 2.5910], [4.1523, 3.0917, 6.8852], [4.2106, 1.1259, -8.0110], [-7.5813, 0.5408, -4.2401], [1.0237, -3.3104, -12.4432], [8.8793, -2.5654, 1.8529], [-6.7050, 1.0489, 3.6823], [-9.8712, 0.5193, -3.2723], [-2.8273, -0.3783, -0.2438], [10.4353, 4.0028, 4.5820], [9.3245, -4.3436, 2.4843], [-1.2120, 1.3608, 0.6689], [2.0317, 1.2791, 1.4550], [2.0662, -3.7631, -14.0137], [9.9009, 1.6574, 5.2099], [0.7893, -4.2448, -11.9362], [9.9977, 2.6774, 7.4747], [13.3801, 0.6892, 9.9571]],
  "forces_ev_per_angstrom": [[0.25, 1.20, 1.15], [-0.08, 0.14, 0.25], [-0.01, -0.23, 0.17], [-0.22, 0.20, -0.24], [-0.62, -1.12, -1.22], [0.34, -0.12, 0.08], [0.12, 0.24, -0.10], [0.28, 0.02, 0.03], [-0.35, 0.17, 0.06], [-0.15, -0.13, -0.24], [-0.93, -0.56, 1.16], [0.30, 0.06, 0.05], [1.72, -0.12, -0.08], [0.21, 0.14, 0.15], [0.53, 0.65, 0.65], [0.14, 0.96, 0.69], [0.09, -0.24, -0.11], [-1.65, 0.01, 0.32], [0.09, 0.12, 0.33], [0.21, -0.16, -0.82], [0.01, 0.29, -0.03], [-0.03, 0.26, -0.26], [1.56, 0.34, -0.13], [-0.83, 0.40, 0.83], [-0.75, 0.80, 0.11], [0.50, -0.46, -0.60], [0.72, -0.28, -0.28], [-0.76, 1.43, 1.01], [-0.04, 0.26, 0.05], [0.06, -0.34, -0.32], [-0.16, -0.09, -0.25], [0.30, 0.00, 0.18], [0.18, -0.08, -0.10], [-0.06, -0.16, -0.03], [-0.02, -0.15, -0.16], [-2.50, -3.20, -4.58], [0.07, 0.08, -0.13], [-0.05, 0.09, -0.08], [0.27, 0.23, -0.02], [1.19, 1.36, 0.42], [0.06, 0.15, 0.39], [1.19, 1.77, 1.32], [1.42, -2.64, -0.02], [0.14, -0.18, -0.16], [0.03, 0.10, 0.36], [0.11, -0.38, -0.03], [-0.41, 0.49, -0.67], [-0.18, -0.21, 0.05], [0.10, 0.24, -0.09], [-0.31, 0.00, 0.17], [0.21, -0.36, 0.10], [-2.39, -3.41, 2.39], [0.24, -0.26, 0.12], [0.23, -0.01, -0.30], [-0.26, 0.00, 0.10], [0.39, -0.08, -0.07], [-2.38, 3.49, -1.45], [-0.01, -0.13, -0.44], [3.73, 4.05, 2.01], [-0.30, 0.08, -0.04], [1.02, -2.26, 0.54], [0.46, 0.13, 0.55], [-1.34, -0.97, 0.52], [1.29, -1.28, 0.11], [-0.12, -0.02, -0.30], [-0.03, 0.03, 0.16], [-1.23, -1.28, -0.49], [0.42, 1.39, -0.60], [-0.22, 0.11, 1.00], [-0.03, -0.13, -0.01], [0.21, -0.16, 0.12], [-0.27, 0.31, 0.40], [1.23, 1.46, 0.47], [-0.15, -0.14, 0.27], [-0.27, 0.28, -0.05], [-0.05, -0.24, -0.25], [-0.04, -0.26, 0.11], [-0.32, 0.11, 0.16], [-1.41, 0.39, 0.72], [-0.33, 0.05, -0.16], [-0.99, 0.36, 0.23], [-0.08, 0.01, -0.28], [0.00, -0.10, -0.04], [-0.29, 0.20, 0.32], [0.21, -1.88, -0.51], [-0.13, -0.04, 0.34], [0.08, 0.84, 1.11], [1.01, 0.08, -0.15], [0.30, -0.20, -0.16], [0.02, 0.10, 0.04], [0.22, -1.57, -0.94], [0.10, 0.08, -0.23], [-0.30, -0.12, 0.35], [-0.17, -0.20, 0.06], [-0.04, -0.11, 0.00], [-0.09, -0.07, 0.02], [0.33, 0.24, 0.03], [0.28, -0.18, -0.15], [0.39, 0.18, -2.49], [0.01, -0.28, 0.21], [-0.04, 0.38, -0.13], [-0.49, -1.03, -0.90], [-0.70, 0.53, -1.64], [-0.21, 0.12, 0.34], [0.16, 0.19, 0.11], [0.08, 0.24, -0.10], [-0.01, -0.03, -0.44], [0.04, 0.02, 0.09]]
}